(1)
The following is a DFT calculation (the ωB97M-V functional and the def2-TZVPD basis) of a structure of composition C2H6O4.

```
12
Properties=species:S:1:pos:R:3:lowdin_charge:R:1
C -0.598 1.041 0.647 0.019
C 0.306 -0.515 0.405 -0.621
O -0.505 -1.451 0.938 0.097
O 1.506 -0.477 0.453 0.084
H 0.032 -2.255 1.034 0.140
H -0.135 1.865 0.107 0.085
H -0.290 1.114 1.688 0.086
H -1.692 1.056 0.665 0.087
O -0.266 -0.591 -1.422 -0.150
O 0.751 0.145 -2.142 -0.052
H 1.560 -0.210 -1.725 0.087
H -0.668 0.278 -0.649 0.139
```

HOMO-LUMO gap = 10.56 eV
molar mass = 94.07 u
charge = 0
2S+1 = 1


(2)
The following is a DFT calculation (the ωB97M-V functional and the def2-TZVPD basis) of a structure of composition C2H6O4.

```
12
Properties=species:S:1:pos:R:3:lowdin_charge:R:1
C 0.237 1.478 -0.074 -0.264
C -1.181 -0.915 -0.099 0.186
O 1.403 -0.743 -0.703 -0.092
O 0.172 -0.063 -0.942 -0.189
O 0.020 1.095 1.121 -0.162
O 1.492 -1.168 0.651 -0.013
H 1.329 -0.344 1.168 0.083
H 1.241 1.797 -0.385 0.111
H -0.561 2.011 -0.619 0.108
H -1.991 -0.245 -0.357 0.082
H -1.077 -1.106 0.959 0.071
H -1.084 -1.797 -0.719 0.080
```

HOMO-LUMO gap = 9.56 eV
molar mass = 94.07 u
charge = 0
2S+1 = 1


Stability, descending: (1), (2)


(1)
The following is a DFT calculation (the ωB97M-V functional and the def2-TZVPD basis) of an isolated molecule of C4H4.

```
8
Properties=species:S:1:pos:R:3:lowdin_charge:R:1
C -0.953 -0.064 -0.010 -0.374
C -2.184 0.060 -0.038 0.119
C 0.465 -0.745 -0.063 -0.045
C 0.377 0.721 -0.093 -0.067
H 0.743 -1.141 0.922 0.119
H 0.732 -1.325 -0.838 0.063
H 0.475 1.448 -0.802 0.083
H 0.344 1.046 0.922 0.102
```

HOMO-LUMO gap = 10.07 eV
molar mass = 52.08 u
charge = 0
2S+1 = 1


(2)
The following is a DFT calculation (the ωB97M-V functional and the def2-TZVPD basis) of a cluster of 2 separate species, C4H4 in total.

```
8
Properties=species:S:1:pos:R:3:lowdin_charge:R:1
C -1.881 0.223 -0.935 -0.031
C -1.808 1.131 -0.189 -0.057
H -1.855 -0.505 -1.727 0.039
H -1.629 1.957 0.582 0.076
C 1.327 -0.397 0.248 -0.086
C 2.383 -0.990 0.667 -0.095
H 0.389 0.474 0.181 0.064
H 3.074 -1.894 1.172 0.090
```

HOMO-LUMO gap = 11.33 eV
molar mass = 52.08 u
charge = 0
2S+1 = 1


Stability, descending: (1), (2)


(1)
The following is a DFT calculation (the ωB97M-V functional and the def2-TZVPD basis) of a cluster of 3 separate species, C3H9NO2S2 in total.

```
17
Properties=species:S:1:pos:R:3:lowdin_charge:R:1
S 1.089 -2.093 1.881 0.351
S -2.325 -0.370 1.149 0.722
C -0.777 0.613 1.015 -0.559
C -0.797 1.839 0.046 0.115
C -0.024 1.590 -1.112 -0.535
N 0.043 2.622 -2.035 0.136
O 0.728 0.628 -1.374 0.092
H 2.241 -2.592 2.491 -0.239
H -0.061 -0.038 0.588 -0.024
H -0.401 0.965 1.955 0.075
H -1.146 2.814 0.384 0.126
H -1.671 -1.522 1.441 -0.161
H -0.094 2.216 -2.963 0.122
H -0.517 3.439 -1.756 0.101
H 1.162 -4.116 -0.913 0.051
H 1.326 -2.878 0.075 -0.195
O 1.225 -3.114 -0.871 -0.179
```

HOMO-LUMO gap = 3.35 eV
molar mass = 155.24 u
charge = 0
2S+1 = 1


(2)
The following is a DFT calculation (the ωB97M-V functional and the def2-TZVPD basis) of a cluster of 2 separate species, C3H9NO2S2 in total.

```
17
Properties=species:S:1:pos:R:3:lowdin_charge:R:1
C -1.762 -1.081 -0.211 -0.130
C -0.791 0.567 1.357 -0.201
C -1.347 0.309 0.067 -0.987
N 2.014 1.004 -1.350 -0.161
O 1.714 -1.511 -1.002 -0.402
O 1.798 -0.297 1.097 -0.302
S -1.452 1.548 -0.983 0.688
S 1.184 -0.292 -0.470 0.808
H -2.808 -1.331 -0.184 0.088
H -1.417 -1.676 0.541 0.042
H -1.316 -1.486 -1.200 0.122
H -1.635 0.610 2.064 0.121
H -0.116 -0.231 1.549 0.035
H -0.300 1.535 1.329 0.075
H 1.680 2.021 -1.249 0.078
H 1.781 0.797 -2.316 0.030
H 2.774 -0.486 0.962 0.096
```

HOMO-LUMO gap = 8.36 eV
molar mass = 155.24 u
charge = 0
2S+1 = 1


Stability, descending: (2), (1)


(1)
The following is a DFT calculation (the ωB97M-V functional and the def2-TZVPD basis) of a cluster of 6 separate species, C5H19NO5 in total.

```
30
Properties=species:S:1:pos:R:3:lowdin_charge:R:1
C 1.626 -2.035 0.338 0.002
C 0.465 -2.649 0.579 -0.187
C -0.887 -2.000 0.662 -0.134
C -1.424 -1.541 -0.457 -0.097
C -2.874 -1.018 -0.443 -0.244
N -2.922 0.289 0.272 -0.012
H 2.439 -2.657 -0.018 0.063
H 1.650 -0.957 0.423 0.030
H 0.466 -3.730 0.546 0.087
H -1.283 -2.113 1.658 0.107
H -0.936 -1.578 -1.423 0.107
H -3.323 -0.833 -1.418 0.103
H -3.417 -1.730 0.183 0.101
H -2.370 0.267 1.119 0.044
H -2.516 0.992 -0.332 0.040
O 0.727 0.713 2.227 -0.050
H 0.135 1.393 2.557 0.041
H 0.995 0.111 2.925 0.061
O -0.568 2.959 0.635 -0.059
H -1.094 2.151 0.703 -0.002
H -0.590 3.019 -0.335 0.026
O 2.154 -0.018 -1.838 -0.071
H 2.560 0.577 -1.193 0.017
H 2.329 0.284 -2.733 0.052
O 2.871 1.519 0.643 -0.076
H 3.151 2.429 0.837 0.056
H 1.969 1.702 0.991 0.016
O 0.266 1.842 -2.221 -0.074
H -0.115 1.620 -3.076 0.040
H 0.516 0.990 -1.807 0.013
```

HOMO-LUMO gap = 9.31 eV
molar mass = 173.21 u
charge = 0
2S+1 = 1


(2)
The following is a DFT calculation (the ωB97M-V functional and the def2-TZVPD basis) of a cluster of 6 separate species, C5H19NO5 in total.

```
30
Properties=species:S:1:pos:R:3:lowdin_charge:R:1
C -1.387 2.599 0.199 -0.009
C -2.189 1.752 0.853 -0.172
C -1.678 0.873 1.925 -0.124
C -0.802 -0.095 1.684 -0.106
C -0.345 -1.225 2.561 -0.269
N 0.149 -2.397 1.792 -0.019
H -1.832 3.199 -0.578 0.064
H -0.367 2.674 0.509 0.042
H -3.227 1.543 0.607 0.101
H -1.844 1.234 2.947 0.116
H -0.510 -0.377 0.667 0.095
H 0.566 -0.932 3.114 0.106
H -1.008 -1.646 3.309 0.110
H -0.633 -2.902 1.403 0.061
H 0.780 -2.153 1.038 0.035
O 1.962 -1.937 -2.205 -0.066
H 2.246 -1.951 -1.266 0.041
H 1.771 -0.983 -2.260 0.048
O 2.800 -0.390 -0.066 -0.053
H 2.612 -0.323 0.872 0.047
H 2.355 0.326 -0.536 0.009
O -0.832 1.091 -2.371 -0.059
H -1.053 0.423 -3.018 0.028
H -0.694 0.701 -1.503 -0.004
O -0.694 -1.851 -2.199 -0.081
H -0.907 -2.367 -2.962 0.025
H 0.243 -2.134 -2.026 0.005
O 1.491 2.222 -0.538 -0.058
H 0.797 2.234 -1.226 0.035
H 2.229 2.792 -0.726 0.054
```

HOMO-LUMO gap = 9.68 eV
molar mass = 173.21 u
charge = 0
2S+1 = 1


Stability, descending: (2), (1)


(1)
The following is a DFT calculation (the ωB97M-V functional and the def2-TZVPD basis) of an isolated molecule of C5H14N4.

```
23
Properties=species:S:1:pos:R:3:lowdin_charge:R:1
H 0.607 -2.230 1.755 0.030
N 0.436 -2.898 1.012 0.098
C 0.208 -2.410 -0.129 -0.271
N -0.340 -1.150 -0.558 -0.174
N -0.636 -1.069 -1.928 0.067
C 0.501 -0.152 0.039 -0.320
C 1.743 0.237 -0.771 -0.040
N -0.307 1.225 0.252 -0.225
C 0.088 1.876 1.486 -0.128
C -1.740 1.080 0.185 -0.133
H 0.068 -3.125 -0.940 0.106
H -0.112 -0.334 -2.401 0.084
H -1.624 -0.878 -2.051 0.080
H 0.739 -0.428 1.072 0.118
H 2.493 0.670 -0.115 0.073
H 2.179 -0.637 -1.272 0.085
H 1.489 0.985 -1.520 0.073
H -0.369 2.869 1.535 0.083
H 1.170 1.997 1.501 0.076
H -0.223 1.312 2.381 0.085
H -2.066 0.882 -0.839 0.060
H -2.237 1.983 0.543 0.083
H -2.068 0.196 0.765 0.088
```

HOMO-LUMO gap = 9.44 eV
molar mass = 130.19 u
charge = 0
2S+1 = 1


(2)
The following is a DFT calculation (the ωB97M-V functional and the def2-TZVPD basis) of an isolated molecule of C5H14N4.

```
23
Properties=species:S:1:pos:R:3:lowdin_charge:R:1
C -1.857 -1.021 -0.657 -0.088
C -1.094 0.257 -0.413 -0.181
C 0.316 0.418 -1.242 -0.256
N 0.661 1.594 -1.942 0.041
C 0.247 0.451 0.237 -0.436
C 0.471 1.768 0.951 -0.031
N 0.944 -0.653 1.021 -0.232
N 0.111 -1.178 2.041 0.039
N 1.449 -1.684 0.193 0.018
H -2.404 -0.974 -1.603 0.078
H -1.197 -1.886 -0.697 0.059
H -2.594 -1.186 0.132 0.069
H -1.722 1.140 -0.391 0.128
H 0.592 -0.522 -1.715 0.122
H 0.557 1.498 -2.939 0.073
H 1.594 1.928 -1.727 0.083
H 1.531 1.877 1.184 0.081
H -0.110 1.799 1.876 0.077
H 0.159 2.600 0.320 0.075
H 0.232 -0.604 2.869 0.071
H -0.881 -1.091 1.762 0.069
H 2.233 -2.104 0.687 0.076
H 0.759 -2.425 0.053 0.064
```

HOMO-LUMO gap = 9.36 eV
molar mass = 130.19 u
charge = 0
2S+1 = 1


(3)
The following is a DFT calculation (the ωB97M-V functional and the def2-TZVPD basis) of a cluster of 2 separate species, C5H14N4 in total.

```
23
Properties=species:S:1:pos:R:3:lowdin_charge:R:1
H 1.023 3.088 0.992 0.032
N 1.408 2.243 0.593 0.079
C 0.922 1.084 0.330 -0.277
N 1.739 0.066 -0.162 -0.237
C 1.662 -1.276 0.358 -0.096
C 3.024 0.396 -0.733 -0.102
H -0.145 1.099 0.054 0.092
H 0.623 -1.571 0.497 0.043
H 2.070 -1.994 -0.360 0.085
H 2.181 -1.364 1.319 0.085
H 2.972 1.398 -1.159 0.073
H 3.798 0.412 0.043 0.082
H 3.338 -0.320 -1.496 0.080
C -3.291 -0.148 0.878 -0.097
C -1.884 -0.638 0.674 -0.240
N -1.344 -0.860 -0.497 -0.097
N -1.735 -0.145 -1.558 0.017
H -3.661 -0.448 1.854 0.067
H -3.987 -0.563 0.145 0.070
H -3.349 0.937 0.771 0.070
H -1.494 -1.282 1.451 0.089
H -2.684 0.216 -1.608 0.086
H -1.188 -0.329 -2.385 0.096
```

HOMO-LUMO gap = 8.97 eV
molar mass = 130.19 u
charge = 0
2S+1 = 1


Stability, descending: (1), (2), (3)